(1)
{"formula": "C23H34N2O5S", "method": "the ωB97M-V functional and the def2-TZVPD basis", "max_force_ha_per_bohr": 0.0208, "orbital_gap_ev": 9.40, "smiles": "Cc1ccc(C(=O)O[C@@H](C)C(=O)N[C@@H]2CCCC[C@@H]2C)cc1S(=O)(=O)N1CCCCC1", "elements": ["C", "C", "C", "C", "C", "C", "O", "O", "C", "C", "C", "O", "N", "C", "C", "C", "C", "C", "C", "C", "C", "C", "S", "O", "O", "N", "C", "C", "C", "C", "C", "H", "H", "H", "H", "H", "H", "H", "H", "H", "H", "H", "H", "H", "H", "H", "H", "H", "H", "H", "H", "H", "H", "H", "H", "H", "H", "H", "H", "H", "H", "H", "H", "H", "H"], "xyz": [[4.57006, 1.99390, 1.27169], [3.15684, 1.87518, 0.80363], [2.16832, 2.63608, 1.43477], [0.84153, 2.55841, 1.06836], [0.46151, 1.71023, 0.02959], [-0.95126, 1.55241, -0.39239], [-1.31518, 0.65088, -1.12025], [-1.73254, 2.48411, 0.13625], [-3.14043, 2.58776, -0.14451], [-3.45469, 2.65192, -1.63544], [-3.97984, 1.50085, 0.56882], [-4.81633, 1.81538, 1.39086], [-3.72327, 0.25104, 0.17489], [-4.37091, -0.91038, 0.74462], [-3.39396, -1.68238, 1.64051], [-2.27353, -2.32564, 0.82725], [-2.85640, -3.24615, -0.24009], [-3.79584, -2.46889, -1.15714], [-4.93068, -1.82060, -0.36048], [-5.87936, -1.04981, -1.27479], [1.43628, 0.95890, -0.61824], [2.75958, 1.03267, -0.23064], [3.84717, -0.07722, -1.16634], [3.26075, -0.23456, -2.46260], [5.20730, 0.37212, -1.08409], [3.78302, -1.55378, -0.42546], [4.41390, -1.70442, 0.86164], [3.41154, -1.58225, 2.01178], [2.27422, -2.58132, 1.80727], [1.60686, -2.32982, 0.45687], [2.64868, -2.41407, -0.66049], [4.72471, 1.36774, 2.15135], [4.78438, 3.02179, 1.55651], [5.26070, 1.67753, 0.49685], [2.46089, 3.29969, 2.23542], [0.09411, 3.14568, 1.57809], [-3.40867, 3.53844, 0.32997], [-2.90504, 3.47180, -2.09398], [-3.18441, 1.72829, -2.13978], [-4.51993, 2.82727, -1.76075], [-2.98152, 0.08280, -0.49434], [-5.19505, -0.52462, 1.35530], [-3.94917, -2.45864, 2.17083], [-2.97738, -0.99971, 2.38431], [-1.62018, -2.89208, 1.49468], [-1.66720, -1.55454, 0.34773], [-2.05117, -3.69069, -0.82836], [-3.40740, -4.05750, 0.24215], [-3.22814, -1.70439, -1.69127], [-4.22231, -3.14124, -1.90460], [-5.49660, -2.61520, 0.13854], [-6.66072, -0.56741, -0.69226], [-6.34580, -1.72245, -1.99077], [-5.34165, -0.28197, -1.82586], [1.16585, 0.32503, -1.44842], [5.19538, -0.94703, 0.91970], [4.88597, -2.69367, 0.89468], [2.99947, -0.57132, 2.03966], [3.92103, -1.77246, 2.95777], [1.54212, -2.48727, 2.61156], [2.67531, -3.59721, 1.83200], [1.14474, -1.34087, 0.45945], [0.82588, -3.06864, 0.27362], [2.22995, -2.12448, -1.62389], [3.01970, -3.44330, -0.73687]], "forces_ev_per_angstrom": [[0.2, 0.1, 0.0], [0.0, 0.1, 0.1], [0.1, -0.1, -0.1], [-0.1, -0.1, -0.1], [0.4, 0.0, 0.0], [0.1, -0.3, -0.2], [0.1, 0.2, 0.0], [0.2, 0.1, 0.2], [-0.7, 0.1, -0.2], [0.3, 0.0, 0.1], [0.5, 0.5, -0.2], [-0.3, 0.2, 0.2], [0.2, -0.7, -0.2], [-0.3, -0.2, 0.4], [0.1, 0.2, -0.1], [-0.2, -0.2, 0.2], [0.2, 0.2, -0.1], [-0.2, -0.3, 0.3], [0.0, 0.3, -0.2], [0.1, -0.2, 0.2], [-0.5, 0.2, -0.1], [0.3, -0.3, -0.4], [0.3, -0.3, 0.0], [-0.3, 0.0, 0.1], [-0.2, 0.0, 0.2], [0.2, 0.9, -0.6], [0.3, 0.3, 0.6], [0.1, -0.3, -0.1], [-0.1, 0.3, 0.0], [0.2, -0.2, 0.0], [-0.7, -0.1, -0.2], [0.0, -0.1, 0.1], [0.0, 0.0, 0.1], [0.1, 0.1, 0.2], [0.0, 0.1, 0.1], [0.0, 0.1, 0.0], [0.0, -0.3, -0.1], [0.0, 0.1, 0.0], [-0.1, 0.0, 0.0], [-0.1, 0.1, 0.0], [-0.1, 0.3, 0.1], [0.1, -0.1, -0.1], [0.0, 0.0, 0.1], [-0.1, 0.0, 0.1], [0.1, 0.1, 0.0], [0.1, 0.0, 0.0], [0.0, -0.1, 0.0], [0.0, -0.1, 0.0], [0.0, 0.1, -0.1], [0.0, 0.1, -0.1], [0.0, 0.0, 0.0], [-0.1, 0.1, 0.0], [-0.1, 0.0, -0.1], [0.0, 0.1, -0.1], [-0.1, 0.0, 0.0], [0.1, -0.2, 0.2], [0.0, 0.1, 0.0], [0.0, 0.1, 0.1], [0.0, 0.1, 0.0], [0.0, -0.1, 0.0], [0.0, -0.1, 0.1], [-0.1, 0.0, 0.0], [-0.1, 0.0, 0.0], [-0.1, -0.2, 0.0], [0.0, 0.1, 0.0]], "mulliken_charge": [-1.925, 0.770, -0.748, -0.887, 0.352, 0.509, -0.723, -0.371, 0.189, -1.287, 0.361, -0.712, 0.395, -0.500, -1.491, 0.409, -0.952, -0.657, 0.213, -1.676, -0.625, 0.513, 1.221, -0.715, -0.779, 0.205, -0.972, -0.136, -1.114, 0.697, -1.402, 0.261, 0.558, 0.387, 0.465, 0.492, 0.360, 0.389, 0.216, 0.439, 0.060, 0.604, 0.448, 0.404, 0.337, -0.168, 0.380, 0.363, 0.154, 0.380, 0.520, 0.411, 0.500, 0.209, 0.740, 0.403, 0.426, 0.041, 0.366, 0.425, 0.374, -0.237, 0.282, 0.458, 0.393]}

=====

(2)
{"formula": "C23H34N2O8P2S", "method": "the ωB97M-V functional and the def2-TZVPD basis", "max_force_ha_per_bohr": 0.1050, "orbital_gap_ev": 8.10, "smiles": "CCCCCc1c(N)cc(COC)c2c1Sc1c(ccc(COCOCCO)c1PP(=O)(O)O)N2O", "elements": ["C", "C", "C", "C", "C", "C", "C", "N", "C", "C", "C", "O", "C", "C", "C", "S", "C", "C", "C", "C", "C", "C", "O", "C", "O", "C", "C", "O", "C", "P", "P", "O", "O", "O", "N", "O", "H", "H", "H", "H", "H", "H", "H", "H", "H", "H", "H", "H", "H", "H", "H", "H", "H", "H", "H", "H", "H", "H", "H", "H", "H", "H", "H", "H", "H", "H", "H", "H", "H", "H"], "xyz": [[0.62517, 3.60365, 4.73872], [0.20988, 2.18851, 5.37966], [0.18554, 1.07929, 4.20609], [-1.31285, 0.89217, 3.61567], [-1.61932, 1.85031, 2.34113], [-2.44103, 1.04775, 1.23682], [-3.74539, 0.25956, 1.60752], [-4.30157, 0.24316, 2.99056], [-4.53620, -0.57123, 0.53454], [-4.06680, -0.66911, -0.95734], [-4.84310, -1.54942, -2.04183], [-5.31595, -0.81893, -3.19276], [-6.20201, 0.26721, -2.76028], [-2.78090, 0.13074, -1.32047], [-1.98635, 0.96513, -0.23897], [-0.44412, 1.79342, -0.90200], [0.21209, 0.45377, -2.03006], [-0.90567, -0.28514, -2.86356], [-0.56706, -1.44365, -3.86986], [0.94932, -1.84117, -3.94975], [2.05344, -1.12078, -3.10006], [3.55002, -1.65564, -3.26314], [4.30238, -1.74293, -2.03490], [3.71615, -2.67407, -1.09548], [4.66917, -3.71261, -0.81075], [5.49637, -3.39888, 0.32850], [4.71926, -3.48842, 1.75045], [3.45914, -4.23193, 1.63772], [1.70538, 0.06072, -2.13350], [2.95689, 1.01981, -1.10647], [2.83434, 3.12161, -1.80099], [2.26345, 4.04370, -0.71784], [4.46387, 3.64579, -2.08001], [2.05699, 3.26237, -3.31511], [-2.35207, 0.05571, -2.75569], [-2.65534, 1.24183, -3.39921], [1.67110, 3.48199, 4.29732], [-0.13682, 3.86531, 3.92340], [0.63289, 4.47391, 5.49830], [-0.77464, 2.27762, 5.94882], [1.04238, 1.88412, 6.11348], [0.95424, 1.28335, 3.37565], [0.44440, 0.07519, 4.72230], [-1.43722, -0.22015, 3.39202], [-2.02235, 1.13181, 4.49475], [-2.33351, 2.66662, 2.74311], [-0.69727, 2.39679, 1.95431], [-4.03815, -0.67427, 3.40103], [-5.33263, 0.22160, 2.84861], [-5.48019, -1.16262, 0.82611], [-4.12996, -2.36850, -2.43981], [-5.69322, -2.09432, -1.50353], [-5.55355, 1.22400, -2.75771], [-7.05543, 0.38943, -3.51031], [-6.62651, 0.06832, -1.70198], [-1.39351, -1.93458, -4.47586], [1.19061, -2.69273, -4.68455], [4.04649, -1.04669, -4.08887], [3.46709, -2.73775, -3.67209], [3.41938, -2.05182, -0.16388], [2.76046, -3.18216, -1.45865], [6.30485, -4.22658, 0.37080], [6.08952, -2.41213, 0.21564], [5.34994, -3.98442, 2.57426], [4.48780, -2.40335, 2.05781], [2.81261, -3.68948, 2.14255], [4.31028, 0.65699, -1.40309], [5.08974, 2.96317, -1.72464], [1.45148, 4.03224, -3.20934], [-3.17352, 1.76678, -2.73327]], "forces_ev_per_angstrom": [[-0.4, -0.2, 0.4], [1.4, 0.5, -0.7], [-1.0, -0.6, 1.0], [0.9, 0.2, 0.5], [-1.6, -0.4, 0.7], [-1.3, -1.6, -2.2], [0.5, -0.6, -3.4], [0.2, -0.5, -1.8], [3.0, 1.5, -1.5], [2.0, 2.2, 2.7], [1.0, -0.5, 0.4], [-0.8, 0.2, 1.9], [0.4, 0.5, 0.0], [-1.4, -0.5, 2.7], [-2.5, -2.1, -0.1], [-0.4, -2.0, 0.0], [-0.4, -2.5, -1.8], [2.9, -1.3, -1.1], [3.5, 2.7, 3.1], [-1.5, 2.3, 1.9], [-3.0, 0.5, -0.2], [-1.4, -1.2, -0.9], [-1.3, 0.0, -0.5], [-0.3, -0.1, 0.8], [-0.5, 1.8, 1.0], [1.3, -1.4, 0.8], [-0.3, 0.9, -0.1], [0.6, 1.5, 0.5], [-2.6, -1.9, -2.8], [-1.1, -0.4, 0.4], [0.6, 3.5, 0.2], [0.7, -2.4, -2.7], [-1.8, -2.1, 0.4], [1.1, 0.2, 2.8], [1.6, -2.0, 3.2], [-0.8, 2.2, -0.1], [-1.5, 0.4, 0.4], [1.2, -0.3, 1.0], [0.0, -1.5, -1.1], [1.3, -0.3, -0.9], [-1.3, 0.5, -0.9], [-1.1, -0.2, 1.3], [-0.2, 1.5, -1.0], [0.0, 1.6, -0.1], [0.9, -0.4, -1.6], [1.1, -1.2, -0.8], [-1.2, -1.1, 0.3], [-0.2, 0.9, -0.2], [1.0, 0.0, 0.4], [1.7, 1.1, -0.3], [-1.1, 1.5, 0.6], [0.9, 0.8, -0.6], [-1.3, -1.3, 0.2], [1.3, -0.3, 1.0], [0.6, 0.4, -1.7], [1.3, 0.8, 1.0], [0.0, 1.5, 1.4], [-0.1, -0.6, 1.6], [0.0, 1.7, 0.4], [0.7, -1.1, -1.3], [1.4, 0.7, 0.1], [-1.4, 1.3, -0.4], [-1.3, -1.3, 0.2], [-0.7, 0.8, -1.4], [0.3, -1.6, -0.2], [0.6, -0.8, -0.6], [-0.7, 0.1, -0.8], [-0.8, 0.9, -0.5], [0.4, -0.6, -0.1], [0.8, -0.5, -0.9]], "mulliken_charge": [-0.885, -0.474, -0.567, -0.543, -0.505, 0.311, 0.127, -0.515, -0.901, 0.314, -0.620, -0.348, -0.458, -1.182, 0.456, -0.262, 0.024, 0.170, -0.673, -0.721, 0.517, -0.788, -0.359, -0.077, -0.359, -0.258, -0.445, -0.498, 0.819, -0.031, 0.950, -0.590, -0.555, -0.493, 0.480, -0.487, 0.260, 0.162, 0.324, 0.298, 0.293, 0.259, 0.301, 0.371, 0.201, 0.211, 0.493, 0.309, 0.347, 0.149, 0.268, 0.361, 0.105, 0.267, 0.260, 0.377, 0.201, 0.333, 0.368, 0.221, 0.204, 0.259, 0.219, 0.303, 0.277, 0.316, 0.003, 0.330, 0.343, 0.435]}